Below is the ion C20H36BrN2O with charge +1, with properties calculated with wB97M-V/def2-TZVPD.

```
60
Properties=species:S:1:pos:R:3:forces:R:3:nbo_charge:R:1
Br -1.9646 -4.2884 -2.5680 0.0 0.0 -0.2 -0.016
O 0.1925 -2.9201 -1.4688 -0.1 0.0 -0.1 -0.489
N -0.7128 -1.4961 -3.8582 0.3 0.4 0.1 -0.506
N -2.7572 1.7113 0.1559 -0.2 0.1 -0.1 -0.333
C -1.1482 -2.7105 -1.7215 0.0 0.1 0.3 0.053
C 2.1201 -0.2269 2.2767 0.0 0.0 -0.7 -0.420
C -0.1913 -0.7740 3.3758 0.1 0.0 -0.2 -0.402
C 3.0150 -0.8703 -1.3199 0.4 0.4 -0.2 -0.396
C -0.3100 0.5290 4.1794 -0.5 0.0 0.0 -0.403
C 3.7682 0.8239 0.5136 -0.3 0.4 0.1 -0.397
C -1.4792 1.9163 2.2969 -0.4 -0.1 0.0 -0.408
C 0.6235 -2.1959 -3.7636 0.3 -0.5 -0.4 -0.257
C -1.7839 2.0190 -0.7623 -0.9 0.1 -0.8 -0.112
C -3.8257 2.4044 -1.7002 0.6 -0.3 0.9 -0.311
C 2.5041 1.0038 1.4013 0.4 -0.4 0.4 -0.392
C -1.4520 -1.4847 -2.5512 -0.4 0.1 0.2 -0.286
C 3.4718 0.5659 -0.9689 -0.4 -0.1 0.2 -0.396
C -1.4672 1.4624 3.7718 0.4 0.1 -0.1 -0.398
C -2.4185 2.4546 -1.9319 0.1 -0.5 0.8 -0.306
C 1.1179 -2.2663 -2.3335 0.5 0.2 0.0 0.064
C -3.9897 1.9448 -0.3942 0.1 0.3 -1.2 -0.056
C -2.5605 1.1816 1.5011 0.2 0.0 0.1 -0.196
C 1.5632 -0.8975 -1.7769 -0.3 -0.3 0.2 -0.429
C 0.6803 -0.7780 2.1034 0.2 -0.2 0.4 -0.391
H -3.5132 1.2798 2.0250 0.0 0.0 -0.1 0.215
H -4.9213 1.7810 0.1238 0.2 -0.1 0.3 0.222
H -0.4991 1.7699 1.8458 0.1 0.0 0.0 0.199
H 0.9119 -0.6829 -0.9294 0.0 0.2 0.1 0.227
H 0.7712 -1.8264 1.7971 -0.1 0.1 -0.1 0.207
H -1.2776 -1.9137 -4.5962 -0.1 -0.2 0.1 0.451
H 3.6512 -1.2398 -2.1302 -0.1 -0.1 0.0 0.204
H 2.3293 -0.0025 3.3221 -0.1 0.0 0.0 0.215
H -2.4190 0.9839 4.0220 0.0 0.0 0.0 0.198
H 1.4095 -0.1030 -2.5144 0.0 0.0 -0.1 0.188
H 3.1693 -1.5384 -0.4705 -0.1 -0.1 0.0 0.216
H 1.6731 1.2817 0.7588 -0.3 0.1 -0.1 0.180
H -1.7004 2.9842 2.2332 0.0 0.0 0.0 0.220
H 0.1470 -0.2819 1.2905 0.1 0.3 -0.1 0.173
H -1.6603 -2.5967 -0.7662 -0.1 -0.2 -0.1 0.238
H 4.3986 0.0419 0.9411 0.1 0.0 -0.1 0.204
H 0.1900 -1.5650 4.0254 0.0 0.1 0.1 0.213
H -1.9092 2.7843 -2.8239 0.0 0.1 0.0 0.216
H -0.7380 1.9412 -0.5392 0.2 0.0 0.2 0.211
H -1.4040 2.3668 4.3785 0.0 -0.1 0.2 0.221
H -0.5529 -0.5218 -4.1228 -0.1 -0.1 -0.1 0.444
H -4.6132 2.6950 -2.3772 0.0 0.0 0.1 0.233
H -1.2002 -1.0961 3.0890 0.0 0.0 0.1 0.195
H -1.1690 -0.5794 -2.0102 0.1 0.0 0.0 0.258
H 2.6606 1.2499 -1.2454 0.1 0.1 -0.1 0.188
H -2.3472 0.1067 1.4554 0.1 0.1 -0.1 0.186
H 1.3513 -1.6612 -4.3734 -0.1 0.1 0.0 0.242
H 0.6208 1.1018 4.1960 0.1 -0.1 -0.1 0.201
H 4.3351 1.7560 0.5657 0.1 -0.1 0.0 0.217
H 4.3149 0.8544 -1.5970 0.1 -0.1 0.1 0.220
H 2.6903 1.8404 2.0780 -0.1 0.1 -0.1 0.217
H 1.9986 -2.9121 -2.3579 -0.1 -0.1 0.0 0.235
H -0.4973 0.2350 5.2150 0.1 0.1 0.0 0.219
H 0.5127 -3.1860 -4.2059 -0.2 0.0 0.2 0.249
H -2.5173 -1.4242 -2.7620 0.0 0.0 0.0 0.262
H 2.8078 -1.0310 2.0025 0.0 0.0 0.1 0.200
```
Positions in Å, forces in eV/Å.

For the HOMO energy, the calculation gives -10.8 eV. The LUMO energy comes out at -3.15 eV. For the total energy, the calculation gives -3542.17012 Eh. Its structure (SMILES) is Br[C@@H]1C[NH2+]C[C@@H](CCCCCCCCCCCCn2cccc2)O1. The HOMO-LUMO gap is 7.7 eV. Its charge is +1.